[1]
Density functional theory data (ωB97M-V/def2-TZVPD) for C7H10S in the gas phase.

## Properties
- SMILES = CC1=C[C@@H]2[C@@H](S)[C@@H]2C1
- largest force on an atom (Eh/bohr) = 0.0878
- E (eV) = -18252.703
- energy relative to the best compared isomer or geometry (same formula, charge and spin) (kcal/mol) = 81.0

Structure (ORCA input):
```
! wB97M-V def2-TZVPD RIJCOSX def2/J DEFGRID3
* xyz 0 1
C -0.89 1.67 -1.86
C -0.58 0.55 -0.79
C -1.41 0.32 0.26
C -0.79 -0.74 1.21
C 0.83 -0.54 1.51
S 2.55 -1.06 2.16
C 0.42 -1.22 0.31
C 0.51 -0.39 -0.90
H -0.05 1.73 -2.62
H -0.78 2.67 -1.38
H -1.92 1.49 -2.40
H -2.34 0.96 0.50
H -1.41 -1.37 1.75
H 1.09 0.53 1.20
H 2.38 -1.35 3.44
H 0.62 -2.25 0.45
H 1.46 0.07 -1.01
H 0.31 -1.08 -1.84
*
```


[2]
Density functional theory data (ωB97M-V/def2-TZVPD) for C7H10S in the gas phase.

## Properties
- SMILES = C1[C@@H]2C[C@@]3(CS3)C[C@H]12
- largest force on an atom (Eh/bohr) = 0.1310
- E (eV) = -18250.812
- energy relative to the best compared isomer or geometry (same formula, charge and spin) (kcal/mol) = 124.6

Structure (ORCA input):
```
! wB97M-V def2-TZVPD RIJCOSX def2/J DEFGRID3
* xyz 0 1
C -1.39 -1.23 -0.67
C -1.43 0.32 -0.61
C -0.10 0.97 -0.89
C 0.85 0.42 0.13
C 2.38 0.59 0.11
S 2.09 -1.09 -0.44
C 0.04 -0.18 1.16
C -1.27 -0.56 0.65
H -0.28 -1.43 -1.23
H -2.11 -1.97 -0.85
H -2.59 0.74 -0.59
H -0.44 2.10 -0.72
H 0.09 0.89 -2.01
H 2.78 0.66 1.11
H 2.89 1.42 -0.30
H -0.25 0.50 2.25
H 0.59 -1.16 1.23
H -1.86 -1.00 1.67
*
```


[3]
Density functional theory data (ωB97M-V/def2-TZVPD) for 2 unconnected molecules or ions with the total composition C7H10S2.

## Properties
- largest force on an atom (Eh/bohr) = 0.0776
- E (eV) = -29087.156
- energy relative to the best compared isomer or geometry (same formula, charge and spin) (kcal/mol) = 105.0

Structure (ORCA input):
```
! wB97M-V def2-TZVPD RIJCOSX def2/J DEFGRID3
* xyz 0 1
C 0.18 -0.15 -0.51
C 0.28 -1.41 -0.80
C -0.68 0.52 0.38
C 0.21 2.60 0.96
C 1.53 -1.92 -1.55
C -0.66 -2.50 -0.49
C -0.82 3.22 1.77
S -2.03 0.27 1.23
S 1.65 3.05 0.46
H 0.90 0.61 -0.91
H 1.92 -2.81 -0.91
H 1.04 -2.22 -2.55
H 2.33 -1.24 -1.59
H -0.81 -2.49 0.56
H -0.24 -3.37 -0.83
H -1.63 -2.31 -0.95
H -1.65 2.61 1.51
H -0.54 3.25 2.80
H -0.95 4.27 1.43
*
```